Entry 1:
122
Properties=species:S:1:pos:R:3:mulliken_charge:R:1 method="wB97M-V/def2-TZVPD" total_charge=0 lumo_energy_ha=0.0125 smiles="O=C1NC(=O)c2cc(CCOCC(F)(F)C(F)(F)C(F)(F)C(F)F)ccc21.CN(C)C=O.CN(C)C=O.CN(C)C=O.CN(C)C=O.CN(C)C=O.CN(C)C=O.CN(C)C=O" homo_ev=-8.8
F -2.316 0.381 1.699 -0.34
C -1.238 -0.161 1.049 1.22
H -2.022 6.405 3.871 0.28
H -1.043 -3.806 4.752 0.42
H 0.904 0.559 -3.126 0.47
H -2.020 1.980 -8.015 0.29
H -3.057 3.481 -4.953 0.56
H -1.294 7.837 3.120 0.28
H 1.717 6.416 5.422 0.30
N -3.865 2.569 -8.689 0.13
F -0.206 -0.174 1.974 -0.39
C -2.674 -1.935 -0.305 0.73
F -0.303 -2.179 0.051 -0.13
C 0.542 5.858 3.218 0.13
H -3.884 5.902 -4.800 0.31
H -5.714 2.239 -7.782 0.29
C -1.723 5.379 -2.566 0.05
H -2.055 2.431 5.057 0.36
C -1.433 -1.650 0.607 0.28
H -2.792 -3.910 4.415 0.33
H 1.939 -1.876 -2.954 0.39
N 0.025 6.634 4.198 0.16
N -0.623 1.213 5.981 0.17
H 0.164 6.549 6.275 0.34
O 0.413 1.818 7.920 -0.59
O -0.013 5.590 2.171 -0.64
H -1.705 -3.972 -2.581 -0.09
C 1.728 0.290 -2.432 -0.47
C -2.081 -6.416 -3.246 -0.92
H 0.531 3.585 0.061 0.31
O -3.289 2.398 -6.489 -0.65
H -0.540 0.058 -0.991 -0.53
H 6.799 -3.352 4.980 0.30
F -2.971 -2.651 -2.583 -0.37
H -1.574 7.804 4.880 0.38
C 2.245 1.334 -1.571 1.26
C 1.598 2.743 -1.686 -1.17
H -2.072 6.289 -2.051 0.29
C -3.472 2.434 -10.077 -0.92
H -1.896 -7.279 -2.603 0.35
C -0.784 0.233 4.923 -0.80
H -1.411 -1.466 -2.159 0.10
H -5.172 3.926 -7.793 0.26
O 4.003 -3.617 -1.512 -0.54
O 0.230 -3.666 -3.090 -0.67
H 0.092 -7.329 -4.215 0.38
C 0.747 6.911 5.424 -0.95
C -3.854 5.589 -3.753 -0.91
C 7.398 -4.005 4.342 -0.95
C 3.843 -0.192 -0.521 0.24
H -2.404 -6.760 -4.231 0.34
C 0.360 2.747 -0.661 -0.10
C 3.311 1.130 -0.628 -0.76
H 9.586 -2.510 3.532 0.33
H -2.903 -6.798 5.903 0.30
C 0.237 1.032 7.008 0.09
N 4.841 -2.207 0.200 -0.05
F -3.256 -0.501 -2.129 -0.33
C 0.315 -6.296 -3.955 -0.98
H 7.042 -2.375 1.410 0.15
H -5.777 3.180 -9.293 0.38
C 9.101 -3.101 2.752 -0.92
H -2.204 -5.270 6.498 0.38
H -0.536 0.694 3.970 0.33
H 6.815 -4.900 4.117 0.29
N 7.712 -3.313 3.106 0.12
H 3.715 1.950 -0.001 0.42
H -1.615 -4.168 3.110 0.05
H -2.025 2.496 6.838 0.34
C 4.971 -0.781 0.363 0.02
H 1.131 -6.268 -3.230 0.31
C 3.311 -1.261 -1.359 0.34
H -1.726 1.327 -0.505 0.38
C -2.471 -1.586 -1.843 0.53
O 5.516 -3.035 2.566 -0.69
H -2.438 2.101 -10.156 0.29
C -0.828 0.763 -0.159 -0.19
H -3.969 6.466 -3.116 0.29
H -0.564 2.962 -1.241 0.07
H 4.322 -2.517 1.034 0.27
H -1.385 -6.270 2.556 0.25
C -1.295 7.208 4.013 -0.96
H 0.788 0.079 6.948 0.29
O -0.651 4.863 -2.300 -0.56
F -1.636 -2.380 1.771 -0.24
C -5.215 3.005 -8.378 -0.91
C 6.699 -2.886 2.320 0.34
H -1.329 3.893 -4.791 0.21
C -1.811 -4.322 4.168 -0.74
H 0.896 7.989 5.520 0.37
H 9.181 -2.571 1.803 0.32
H -2.116 2.893 -3.556 0.07
C -3.017 2.303 -7.673 0.11
H 1.209 2.972 -2.700 0.27
H -3.575 3.400 -10.577 0.34
F -3.828 -1.354 0.116 -0.28
N -1.791 -5.733 4.497 0.16
C 2.282 -1.034 -2.322 -0.52
C -2.261 3.726 -4.248 -0.77
O 0.301 1.543 0.122 -0.20
H -4.675 4.896 -3.559 0.33
H -0.746 3.293 5.906 0.33
H -1.166 -6.695 6.238 0.30
C -1.555 -6.685 3.564 0.13
H 1.547 5.472 3.457 0.30
C -0.771 -4.362 -2.999 0.59
O 5.750 -0.202 1.051 -0.57
H -2.869 -5.806 -2.806 0.28
C -1.413 2.429 5.937 -1.04
H -4.120 1.703 -10.566 0.34
H 9.602 -4.067 2.664 0.34
H -0.131 -0.625 5.085 0.20
H 0.627 -5.752 -4.848 0.28
F -2.888 -3.303 -0.246 -0.30
N -2.595 4.923 -3.490 0.18
H 2.292 3.562 -1.381 0.38
C 4.075 -2.562 -0.974 -0.14
H -1.823 -0.107 4.904 0.32
N -0.856 -5.653 -3.385 0.11
C -2.031 -6.141 5.869 -0.98
O -1.526 -7.881 3.778 -0.60
H 8.313 -4.286 4.862 0.38

***

Entry 2:
122
Properties=species:S:1:pos:R:3:mulliken_charge:R:1 method="wB97M-V/def2-TZVPD" total_charge=+2 lumo_energy_ha=-0.3884 homo_ev=-12.4
F -2.266 2.020 7.732 -0.50
C 7.680 -0.299 -2.061 0.09
N -1.633 -2.910 2.747 -0.44
P -3.567 3.274 2.628 0.48
H -1.951 0.099 -7.262 0.32
H -2.474 -4.863 1.844 0.25
Cl -4.682 -1.113 2.846 -0.09
C 9.992 5.681 -3.576 0.33
C -0.982 1.392 -0.549 0.42
O -3.131 -6.380 0.564 -0.32
N -1.788 0.004 -3.647 -0.01
H -2.531 -11.283 2.323 0.36
H -4.480 0.549 6.165 0.31
H -5.696 2.303 3.559 0.33
Cl 11.528 -0.699 -3.834 -0.15
N 2.110 4.539 -3.113 -0.54
H -7.756 -0.778 6.096 0.19
C -2.404 0.471 3.966 -0.71
O -7.027 -0.564 8.008 -0.50
O -3.359 4.201 9.918 -0.65
C -4.079 -0.522 5.824 -0.91
C -2.501 0.071 -5.010 0.54
H -0.151 2.876 -2.108 0.42
H 12.265 1.544 -3.870 0.33
Cl -2.502 3.704 -0.717 -0.03
Cl -1.416 1.233 5.387 0.01
H -3.724 5.747 3.204 0.37
C 2.503 0.466 0.789 -0.40
C -1.907 -9.648 1.053 -0.16
H -3.882 -2.676 -2.414 0.32
C 2.179 -0.896 -0.086 -0.38
H 0.132 5.240 -7.228 0.33
H 5.825 -1.166 1.231 0.56
H -4.178 -5.405 2.061 0.30
C 1.386 5.694 -5.537 -0.38
H -1.298 2.042 -4.209 0.20
H -3.168 -0.760 6.520 0.36
H -4.995 -1.254 5.974 0.28
C -0.496 1.734 -2.096 -0.89
C 11.327 1.037 -4.105 -0.38
H -2.413 -2.828 -3.618 0.27
C -3.325 -2.134 -3.314 -1.05
Cl 10.248 4.742 -5.069 -0.08
H 7.004 -2.220 -2.766 0.39
H -3.749 0.072 -2.603 0.26
C 7.011 0.297 0.183 -0.64
C 7.009 -1.516 -1.938 -0.65
C 6.346 -1.829 -0.751 -0.47
Cl 3.174 -1.875 3.690 -0.28
H 8.206 1.554 -1.095 0.23
Al -6.104 5.179 1.488 0.51
C -1.981 -0.693 -6.371 -1.02
O -2.462 -8.469 0.455 -0.35
H 2.887 -0.504 2.608 0.04
H 1.971 3.526 -7.211 0.38
H -6.133 3.731 2.409 0.13
C -3.653 -0.349 4.220 0.36
H -1.832 -2.996 3.789 0.24
H -2.707 1.964 -2.950 0.29
H -0.987 -9.410 1.599 0.30
H -2.308 -0.818 -1.707 -0.05
H -3.850 -10.535 1.388 0.29
C -3.252 5.129 2.326 -0.98
H 7.008 1.004 1.008 0.39
H 0.598 -0.971 -1.777 0.30
O -3.668 0.762 -5.128 -0.52
C -1.878 0.762 2.412 -0.08
H -4.139 -2.053 -4.180 0.30
H 5.829 -2.781 -0.653 0.42
Cl 11.370 5.433 -2.475 -0.09
H -3.335 3.362 9.434 0.33
H -6.904 -1.526 8.088 0.31
C 6.345 -0.923 0.308 -0.30
H 0.895 6.654 -5.345 0.30
H -2.099 5.341 2.300 0.32
H -8.977 -0.824 7.406 0.30
H -3.796 5.457 1.315 0.18
H -3.717 -4.419 0.658 0.15
H 1.999 1.442 0.356 0.26
H 0.270 -2.135 -0.332 0.42
C 0.436 4.761 -6.291 -0.38
C -2.843 -0.672 -2.747 0.06
H 8.201 -0.056 -2.983 0.37
H -8.218 0.722 6.944 0.20
C -2.556 -7.386 1.268 0.71
H 0.069 -1.476 3.994 0.18
N 2.251 0.286 2.284 -0.30
H -2.786 -1.502 -6.721 0.29
C 1.063 3.407 -6.608 -1.07
H -0.908 -1.166 -6.284 0.27
H 2.287 5.885 -6.129 0.30
C -2.927 -10.338 1.942 -1.08
Cl 9.858 7.411 -3.980 -0.09
N -1.949 2.336 0.197 0.08
O -2.206 -7.333 2.435 -0.56
H 0.828 -2.520 2.066 0.23
C -5.407 2.788 2.508 -0.62
H -2.512 4.620 9.703 0.32
C 0.622 -1.025 -0.587 -0.94
C 1.781 5.063 -4.212 0.32
H 2.881 -0.866 -1.049 0.28
H -5.617 1.959 1.708 0.45
Cl 10.044 1.696 -3.082 -0.06
C -0.886 -0.331 1.702 0.65
H 2.648 1.132 2.789 0.31
H -0.474 4.600 -5.700 0.23
C -2.417 2.134 1.621 0.26
H -3.199 -9.711 2.797 0.31
C -3.381 -5.208 1.336 -0.42
H 2.550 -1.817 0.553 0.25
H 1.323 2.858 -5.697 0.28
C -0.399 0.027 0.147 -0.10
C -8.054 -0.353 7.058 -0.50
H 0.466 1.124 -2.424 0.29
H 0.359 2.785 -7.171 0.27
C -1.662 1.480 -3.222 -0.19
H 3.677 0.644 0.688 0.27
P -0.358 -1.899 2.671 0.09
H 11.068 1.205 -5.153 0.30
Cl 8.492 5.138 -2.783 -0.09
C 7.682 0.606 -1.000 -0.21
H -1.631 -10.319 0.233 0.28

***

Entry 3:
108
Properties=species:S:1:pos:R:3:mulliken_charge:R:1 method="wB97M-V/def2-TZVPD" total_charge=0 lumo_energy_ha=0.0178 homo_ev=-9.6
H -0.051 -3.112 2.960 0.25
H 3.221 -0.137 5.789 0.27
H 3.012 -1.823 6.210 0.52
C 1.462 3.114 1.957 -0.69
H -0.762 1.050 0.535 -0.15
O -0.321 -2.174 -0.125 0.11
H 4.138 1.943 -2.393 0.62
H 3.588 3.750 0.557 0.52
H -0.255 0.750 5.840 0.36
H -2.132 4.480 -0.875 0.30
H -1.747 4.984 2.094 0.49
C -0.964 -2.187 -2.435 -0.55
H -9.167 -2.170 -1.177 0.34
C 2.506 3.787 -2.542 -2.28
H 3.838 6.643 -3.874 0.48
Br 2.608 4.144 3.260 -0.05
C 0.150 -2.545 -1.394 -0.57
C 2.354 -6.350 -3.975 -0.42
C 2.702 -1.048 5.510 -1.53
C -0.976 2.096 0.353 -0.98
H -0.955 -0.602 3.988 0.57
H -0.700 -1.229 -2.879 0.46
H -2.292 0.060 -1.956 0.05
O 0.475 -1.170 2.637 -0.08
O -2.207 -2.025 -1.770 -0.39
C -0.071 2.270 3.845 -2.82
H 2.304 6.510 -3.010 0.40
H 4.666 2.256 -0.724 0.24
C -3.394 -0.890 -3.565 -1.20
H 4.020 5.237 -1.873 0.29
H 5.202 4.967 -4.315 0.40
H 1.015 -1.913 -1.618 0.22
H 3.532 0.980 -1.107 0.23
H -1.735 5.937 -0.043 0.41
H 1.422 -2.404 0.900 0.28
H 5.627 3.993 -2.914 0.30
C 3.031 5.966 -3.608 -1.81
H 4.561 3.305 -4.085 0.29
C 3.633 4.803 -2.791 1.38
H -2.931 4.050 1.253 0.41
H 2.993 -1.398 4.527 0.23
C -2.882 -0.844 -2.131 -0.06
H -4.064 -1.730 -3.714 0.24
H -0.462 4.789 -0.340 0.07
H -1.305 -2.169 2.096 0.50
H 2.529 3.090 -3.379 0.67
H 0.444 -3.880 0.846 0.52
C 0.848 -1.176 7.128 -1.77
H -1.060 -2.989 -3.165 0.23
H 2.589 5.583 -4.522 0.36
H 1.418 1.198 5.748 0.63
H -6.849 -1.559 -0.496 0.36
C 0.678 0.504 5.341 -2.24
O 1.668 0.687 0.869 -0.41
H 1.458 -9.183 -2.377 0.36
H 0.905 -2.234 7.361 0.46
C 4.824 4.242 -3.604 -1.49
H -0.191 -0.881 7.286 0.43
C -1.511 4.871 -0.078 -1.02
C 1.403 -8.181 -2.788 -0.21
H 0.430 -3.598 -1.472 0.31
H -5.473 -4.888 -2.828 0.38
H 1.733 2.345 -1.169 -0.37
H -2.575 -0.974 -4.276 0.32
N 0.251 -7.544 -2.591 -0.55
H 1.534 4.278 -2.604 0.33
C 1.178 -0.902 5.639 1.54
H -1.034 0.267 2.469 0.65
H -4.955 -2.953 -1.340 0.64
H -1.916 2.386 2.202 0.64
S 2.224 1.443 1.935 1.35
C -0.339 -0.178 3.188 -1.89
H -0.802 -5.818 -2.907 0.49
C 0.148 -6.312 -3.085 -0.28
C -0.236 -2.327 2.218 -0.88
C 0.399 -2.790 0.929 -0.76
H 2.677 4.882 -0.382 0.38
C -6.261 -4.257 -2.440 -0.49
H 3.171 -5.886 -4.512 0.37
C 0.577 0.888 3.844 2.78
C -1.864 4.272 1.283 -1.25
H 1.020 -4.669 -4.162 0.39
H -1.098 2.134 4.166 0.49
C 3.825 1.992 -1.357 -1.93
C 2.481 -7.632 -3.467 -0.33
H -3.898 0.049 -3.788 0.45
C 2.667 3.863 -0.003 -1.43
C 1.162 -5.673 -3.781 -0.16
H -7.854 -5.336 -3.408 0.35
O 1.933 0.847 3.378 -0.24
H -3.768 -0.750 -1.503 0.47
H -0.044 4.156 2.943 1.07
H -1.928 2.101 -0.181 0.73
H 0.418 2.826 4.644 0.74
C -7.026 -2.408 -1.144 -0.46
H -0.243 2.484 -0.340 -0.21
H 0.683 -1.700 5.093 -0.15
N -8.607 -3.775 -2.318 -0.57
O 1.462 3.786 0.791 -0.10
C -8.316 -2.747 -1.523 -0.21
O 3.639 1.509 1.842 -0.81
H 1.451 -0.564 7.795 0.34
C -7.587 -4.507 -2.761 -0.19
C -5.979 -3.183 -1.614 -0.16
C 0.054 3.140 2.581 0.29
C 2.623 2.961 -1.255 2.67
H 3.395 -8.197 -3.595 0.36
C -1.172 2.921 1.619 0.37